No. 1
Density functional theory data (wB97M-V/def2-TZVPD) for one molecule with the formula C6H12.

Output
Highest occupied orbital energy: -10.1 eV
Orbital gap: 11.4 eV
Energy relative to the best compared isomer or geometry (same formula, charge and spin): 23.8 kcal per mole

Structure (XYZ):
```
18
C6H12 | the OMol25 dataset | wB97M-V/def2-TZVPD
C 0.838 -0.314 -0.650
H -1.632 1.165 -0.033
H -1.696 -1.326 -0.429
H -1.627 0.880 1.714
H 0.528 -1.987 0.638
H 2.658 0.357 0.438
C -1.947 0.467 0.749
C 0.185 -0.946 0.562
H -3.042 0.433 0.747
C 2.198 0.315 -0.546
C -1.348 -0.922 0.532
H -1.730 -1.602 1.305
H 0.638 -0.843 -1.582
H 0.853 1.623 -1.760
H 0.539 -0.440 1.472
H 0.648 1.798 0.045
C 0.988 1.176 -0.778
H 2.903 0.178 -1.361
```

=====

No. 2
Density functional theory data (wB97M-V/def2-TZVPD) for an isolated ion of composition C6H12 and charge +1 in a non-equilibrium geometry.

Output
Highest occupied orbital energy (spin up / spin down): -15.3 / -15.3 eV
Orbital gap (spin up / spin down): 10.2 / 6.5 eV
Charge: +1
Multiplicity: 2
Energy relative to the best compared isomer or geometry (same formula, charge and spin): 38.0 kcal per mole
⟨S²⟩: 0.755

Structure (XYZ):
```
18
C6H12 | the OMol25 dataset | wB97M-V/def2-TZVPD
H -0.199 1.594 -1.609
H 0.713 -1.589 1.362
C 2.173 1.467 0.101
H -1.698 -0.306 -1.552
H 0.174 1.649 1.011
H 2.762 1.323 -0.799
H 0.643 0.128 -1.618
C 0.810 1.349 0.184
H -0.391 -2.829 0.757
H -1.420 -0.169 1.494
C -1.313 0.079 -0.618
C -0.073 -1.788 0.639
H 0.293 -1.868 -0.389
C -1.294 -0.835 0.643
H -2.140 -1.519 0.590
H -1.888 0.939 -0.268
H 2.776 1.634 0.990
C 0.071 0.742 -0.919
```

=====

No. 3
Density functional theory data (wB97M-V/def2-TZVPD) for C6H12AlF3O3 as an isolated structure in a non-equilibrium geometry.

Output
Highest occupied orbital energy: -14.7 eV
Orbital gap: 1.7 eV
Charge: +2
Energy relative to the best compared isomer or geometry (same formula, charge and spin): 13.9 kcal per mole

Structure (XYZ):
```
25
C6H12AlF3O3 | the OMol25 dataset | wB97M-V/def2-TZVPD
H -15.751 -15.375 17.434
H -15.717 -13.188 18.401
C -18.041 -11.748 19.049
H -17.460 -15.678 17.694
O -23.949 -9.992 24.883
O -17.698 -13.168 19.007
H -23.298 -9.286 24.887
C -24.111 -10.376 27.270
C -16.683 -13.595 18.100
C -16.601 -15.121 18.067
H -23.959 -11.453 27.195
Al -24.210 -13.056 20.975
H -25.678 -10.516 25.861
H -23.182 -9.864 27.521
O -19.197 -11.603 19.855
F -16.153 -11.487 20.577
H -16.498 -15.451 19.101
F -16.986 -9.617 19.907
C -16.749 -10.906 19.503
H -16.904 -13.289 17.078
H -25.063 -8.865 26.128
H -24.755 -10.178 28.127
H -18.309 -11.504 18.021
C -24.782 -9.910 25.996
F -15.811 -10.852 18.520
```

=====

No. 4
Density functional theory data (wB97M-V/def2-TZVPD) for C6H12AuIN4 as an isolated structure.

Output
Highest occupied orbital energy: -8.3 eV
Orbital gap: 8.7 eV
Energy relative to the best compared isomer or geometry (same formula, charge and spin): 0.3 kcal per mole

Structure (XYZ):
```
24
C6H12AuIN4 | the OMol25 dataset | wB97M-V/def2-TZVPD
N -0.191 -1.387 3.916
C -0.192 -1.378 2.465
N 0.000 0.000 1.925
H 0.615 -2.010 2.093
C -1.095 0.855 2.468
C -1.268 -0.517 4.394
I 0.000 0.002 -2.780
H 0.338 2.379 4.034
C 0.195 1.357 4.393
H 1.095 -0.854 5.480
H 1.898 -1.481 4.028
Au -0.001 0.001 -0.254
H -1.275 -0.521 5.484
C 1.086 -0.847 4.389
N 1.300 0.522 3.915
H -2.225 -0.902 4.036
H 2.100 -0.109 2.093
H -1.143 -1.763 2.097
H -0.955 1.872 2.099
H 1.434 1.537 2.095
H 0.199 1.366 5.483
H -2.047 0.473 2.100
N -1.099 0.859 3.919
C 1.291 0.521 2.464
```

=====

No. 5
Density functional theory data (wB97M-V/def2-TZVPD) for a 2-piece molecular cluster, C6H12B3IN2O6 overall in a non-equilibrium geometry.

Output
Highest occupied orbital energy: -9.5 eV
Orbital gap: 9.0 eV

Structure (XYZ):
```
30
C6H12B3IN2O6 | the OMol25 dataset | wB97M-V/def2-TZVPD
C 0.100 -1.703 -0.012
O -0.489 -0.336 -2.175
C 3.221 1.526 2.616
H 1.068 -1.801 -2.107
N 3.150 2.006 1.251
H 1.040 -1.039 0.303
H -0.893 -1.372 0.532
B -3.969 -1.612 -1.760
O -4.270 -3.068 -1.762
O 2.872 -0.116 0.368
H 2.295 0.996 2.856
O -2.931 -1.153 -2.721
I -3.349 0.709 1.767
H 3.194 3.647 -0.066
H 2.457 3.944 1.530
N -5.932 -3.817 0.310
H 2.935 1.568 -0.766
H 4.231 3.775 1.378
C -0.035 -1.648 -1.678
C 2.976 1.096 0.230
C -5.290 -3.217 -0.672
O -2.534 0.905 -1.298
B -1.975 -0.221 -2.091
H 0.351 -2.822 0.292
B -3.548 0.279 -0.383
H 3.360 2.358 3.311
H -0.715 -2.546 -2.036
O -4.645 -0.594 -0.925
C 3.264 3.427 1.003
H 4.059 0.828 2.705
```

=====

No. 6
Density functional theory data (wB97M-V/def2-TZVPD) for an isolated ion of composition C6H12BBrNO4 and charge -1 in a non-equilibrium geometry.

Output
Highest occupied orbital energy: -4.1 eV
Orbital gap: 7.0 eV
Charge: -1

Structure (XYZ):
```
25
C6H12BBrNO4 | the OMol25 dataset | wB97M-V/def2-TZVPD
Br 1.134 -0.137 2.388
O -2.183 -2.397 1.047
C 0.687 0.557 0.592
H -3.745 1.995 0.773
H 0.464 1.601 0.805
O -2.492 1.235 -0.640
O -0.713 1.051 -2.169
H 1.555 0.260 -1.364
O -0.091 -3.223 1.265
H 2.322 1.518 -0.430
C 1.896 0.516 -0.364
C -0.460 -1.449 -0.275
H -0.864 0.331 -2.787
C -0.962 -2.453 0.807
C 3.035 -0.457 -0.024
H 3.669 -0.053 0.759
N -0.533 -0.027 0.116
H 0.540 -1.753 -0.589
H -2.341 1.171 1.438
H 2.645 -1.429 0.268
C -2.680 1.827 0.636
B -1.233 0.754 -0.904
H -2.151 2.780 0.704
H -1.131 -1.595 -1.129
H 3.630 -0.625 -0.924
```

=====

No. 7
Density functional theory data (wB97M-V/def2-TZVPD) for C6H12Br6 as an isolated structure in a non-equilibrium geometry.

Output
Highest occupied orbital energy: -9.7 eV
Orbital gap: 9.8 eV
Energy relative to the best compared isomer or geometry (same formula, charge and spin): 82.7 kcal per mole

Structure (XYZ):
```
24
C6H12Br6 | the OMol25 dataset | wB97M-V/def2-TZVPD
C 0.534 2.636 -2.478
C -0.828 -1.646 2.959
H 1.498 2.900 -2.044
H 1.337 -1.863 1.127
Br 1.884 1.903 -4.977
Br -0.126 -3.401 2.302
H -1.262 -1.836 3.940
Br -0.717 1.919 -1.131
H -0.027 0.667 -0.110
Br -0.990 -1.548 -0.900
C 0.084 -0.339 0.295
C -1.958 -1.069 2.044
C 0.832 1.447 -3.381
Br -2.538 0.641 2.716
C 1.516 -0.926 0.600
H 2.036 -1.135 -0.335
H -0.021 -0.915 3.016
H -0.131 0.984 -3.595
Br 2.569 0.466 1.745
H 1.289 0.531 -3.007
H -1.578 -0.893 1.038
H -2.860 -1.680 2.011
H -0.111 3.288 -3.068
H -0.434 -0.133 1.231
```

=====

No. 8
Density functional theory data (wB97M-V/def2-TZVPD) for an isolated ion of composition C6H12BrIN3 and charge +1 in a non-equilibrium geometry.

Output
Highest occupied orbital energy: -12.8 eV
Orbital gap: 7.8 eV
Charge: +1

Structure (XYZ):
```
23
C6H12BrIN3 | the OMol25 dataset | wB97M-V/def2-TZVPD
Br -4.374 -1.184 -0.515
I 1.675 1.491 2.102
C -1.177 0.807 0.111
N -0.456 -0.395 0.378
C -1.371 -1.407 -0.255
H -1.682 -1.195 -1.325
H -0.672 2.783 0.095
H 0.909 -0.684 -1.328
C 3.387 -0.059 0.115
H -0.654 2.066 -1.481
H 1.327 -1.495 0.242
N -2.466 0.536 0.699
H -3.181 0.967 0.100
H 3.784 -0.186 1.163
C 0.900 -0.549 -0.206
H 1.901 1.377 -0.680
H 3.347 -1.109 -0.304
N -0.810 1.948 -0.482
C -2.697 -0.948 0.515
H -2.627 -1.449 1.513
C 1.923 0.608 0.141
H 4.121 0.562 -0.462
H -1.105 -2.484 -0.138
```

=====

No. 9
Density functional theory data (wB97M-V/def2-TZVPD) for C6H12BrMgO6 as an isolated structure in a non-equilibrium geometry.

Output
Highest occupied orbital energy (spin up / spin down): -17.9 / -17.7 eV
Orbital gap (spin up / spin down): 7.8 / 4.8 eV
Charge: +2
Multiplicity: 2
⟨S²⟩: 0.754

Structure (XYZ):
```
26
C6H12BrMgO6 | the OMol25 dataset | wB97M-V/def2-TZVPD
H -5.508 -13.343 -30.642
H -6.975 -14.102 -31.136
O -12.937 -13.408 -27.589
O -11.024 -14.798 -27.747
Mg -9.350 -15.998 -28.359
C -9.200 -11.625 -27.148
H -12.143 -16.642 -25.178
O -8.623 -13.748 -29.082
C -11.775 -15.620 -25.089
H -10.708 -15.572 -25.304
H -10.262 -11.620 -27.395
Br -8.040 -15.452 -26.407
H -11.780 -12.366 -28.901
O -12.554 -14.786 -25.884
C -12.056 -14.392 -27.152
C -8.001 -12.692 -29.100
C -6.516 -13.123 -30.995
H -12.960 -13.523 -29.727
H -13.469 -12.061 -29.130
H -9.020 -10.957 -26.306
H -8.976 -12.638 -26.816
H -11.997 -15.303 -24.070
H -6.628 -12.729 -32.005
O -8.316 -11.615 -28.228
O -7.023 -12.302 -29.979
C -12.756 -12.851 -28.893
```

=====

No. 10
Density functional theory data (wB97M-V/def2-TZVPD) for a 2-piece molecular cluster, C6H12BrO2Si overall in a non-equilibrium geometry.

Output
Highest occupied orbital energy: -4.3 eV
Orbital gap: 7.8 eV
Charge: -1
Energy relative to the best compared isomer or geometry (same formula, charge and spin): 0.0 kcal per mole

Structure (XYZ):
```
22
C6H12BrO2Si | the OMol25 dataset | wB97M-V/def2-TZVPD
O 1.658 1.736 -1.095
C -0.056 -0.198 1.329
C -0.569 2.781 -1.737
Si -0.423 -0.131 -0.493
H 0.814 -2.260 -0.712
C 0.223 1.533 -1.400
H -2.101 -0.401 -2.066
C -2.125 -0.859 -1.079
H -0.267 0.901 1.710
H 1.783 -0.882 -0.963
H 0.694 -1.517 -2.246
H 0.832 -0.628 1.705
Br -2.893 1.691 0.731
C 0.897 -1.364 -1.213
H -0.829 -0.903 1.809
H -0.542 2.923 -2.753
C 1.400 1.194 -2.195
H -2.981 -0.814 -0.418
H -1.599 2.838 -1.401
H -0.163 3.672 -1.190
H -2.033 -1.962 -1.245
O 1.945 0.726 -3.163
```